Model w:
{
  "formula": "C3H3Br2N",
  "method": "the ωB97M-V functional and the def2-TZVPD basis",
  "homo_energy_ha": [-0.34685, -0.35663],
  "smiles": "BrCC=C=NBr",
  "elements": ["Br", "C", "C", "C", "N", "Br", "H", "H", "H"],
  "positions_angstrom": [[1.1673, 2.2740, 0.1613], [1.2569, 0.2240, 0.2768], [0.4175, -0.6241, -0.5983], [-0.8941, -0.5235, -0.2111], [-1.9874, -0.7210, 0.2256], [-4.0774, 0.1208, 0.1143], [1.0311, 0.2780, 1.4017], [2.2728, 0.0605, 0.1215], [0.8133, -1.0887, -1.4917]],
  "mulliken_charge": [-0.1122, -0.6989, -0.3413, 0.5843, -0.4115, -0.0671, 0.3165, 0.3765, 0.3536]
}

Model x:
{
  "formula": "C3H3Br2N",
  "method": "the ωB97M-V functional and the def2-TZVPD basis",
  "homo_energy_ha": -0.37703,
  "elements": ["C", "C", "C", "N", "Br", "Br", "H", "H", "H"],
  "positions_angstrom": [[-0.6058, -1.0279, -0.0948], [-0.3645, 0.4229, -0.4749], [0.8432, 0.1438, 0.4699], [0.5171, -1.2321, 0.4889], [-1.8357, 1.5894, -0.0722], [2.5331, 0.6461, -0.1374], [-1.4380, -1.5866, -0.2600], [-0.2111, 0.4188, -1.5806], [0.5617, 0.6256, 1.6611]],
  "mulliken_charge": [-0.1603, -0.2285, 0.0722, -0.4940, -0.1201, -0.1453, 0.4565, 0.3346, 0.2848]
}

Which is the most stable structure? model x is the most stable.

Model w:
{
  "formula": "C7H36O12",
  "method": "the ωB97M-V functional and the def2-TZVPD basis",
  "homo_energy_ha": -0.32553,
  "smiles": "C/C=C/CCCCO.O.O.O.O.O.O.O.O.O.O.O",
  "elements": ["C", "C", "C", "C", "C", "C", "C", "O", "H", "H", "H", "H", "H", "H", "H", "H", "H", "H", "H", "H", "H", "H", "O", "H", "H", "O", "H", "H", "O", "H", "H", "O", "H", "H", "O", "H", "H", "O", "H", "H", "O", "H", "H", "O", "H", "H", "O", "H", "H", "O", "H", "H", "O", "H", "H"],
  "positions_angstrom": [[-0.8415, 2.5480, -1.7945], [0.5311, 2.3859, -1.2969], [1.2568, 1.2912, -0.9456], [2.5504, 1.5507, -0.2563], [3.3133, 0.3235, 0.2953], [2.5176, -0.4041, 1.4472], [1.7577, 0.5307, 2.3071], [1.2211, -0.3429, 3.3201], [-1.4569, 3.2868, -1.1682], [-1.3774, 1.5367, -1.5299], [-0.9726, 2.4896, -2.9075], [1.1020, 3.3415, -1.0664], [0.8915, 0.2873, -1.1188], [3.3283, 2.1052, -0.7914], [2.4541, 2.2623, 0.5739], [3.7799, -0.4055, -0.3181], [4.2156, 0.7362, 0.9150], [3.3067, -1.0632, 1.9417], [1.7299, -1.1439, 1.0073], [2.4730, 1.1945, 2.7372], [0.8800, 1.0475, 2.0109], [1.1495, 0.0339, 4.2606], [-2.5044, -1.0461, 0.6674], [-2.0956, -1.2677, -0.1814], [-3.2033, -1.6357, 0.9560], [-0.3505, -3.1403, 1.1787], [-0.0871, -2.7872, 1.9952], [-1.2340, -2.7107, 0.9902], [-1.4871, -0.3643, 3.0858], [-1.6939, -0.6430, 2.2129], [-0.4414, -0.5403, 3.2456], [-2.1587, 2.7480, 2.7957], [-1.9692, 1.8810, 2.7048], [-2.2969, 2.9637, 3.7190], [-1.1789, -2.0427, -2.2648], [-0.3430, -1.8765, -1.7441], [-1.0329, -1.7622, -3.1632], [1.0901, -2.6174, -1.0155], [1.4861, -3.4898, -1.0231], [0.5777, -2.7064, -0.1715], [2.2468, -1.1889, -2.8179], [2.8564, -0.4307, -2.4976], [1.9700, -1.2399, -1.8217], [1.1005, 4.5406, 0.7041], [0.5774, 5.2888, 0.6599], [0.5704, 3.8436, 1.0645], [-3.4514, 1.3934, -0.1645], [-3.2218, 0.6026, 0.4311], [-4.1481, 1.7518, 0.3760], [-0.1344, -1.2435, -4.7402], [0.4632, -1.9640, -4.3822], [0.2418, -0.4669, -4.3304], [-3.0292, -3.0974, -0.7211], [-2.1813, -3.2627, -1.1886], [-3.7209, -3.4004, -1.1566]],
  "mulliken_charge": [-0.8891, -0.3932, 0.6071, -1.0160, -0.9762, 0.4095, -0.4145, -0.6818, 0.2304, 0.0373, 0.2914, 0.4359, 0.0648, 0.5197, 0.2808, 0.4461, 0.3285, 0.4099, -0.4871, 0.3815, 0.3141, 0.3215, -0.8598, 0.2794, 0.2559, -0.7414, 0.3029, 0.4524, -0.6872, 0.3993, 0.4384, -0.6216, 0.3577, 0.2837, -0.7247, 0.3203, 0.3984, -0.5625, 0.2213, 0.3022, -0.6239, 0.4947, 0.1122, -0.5968, 0.2958, 0.2751, -0.5677, 0.3487, 0.3319, -0.7264, 0.3299, 0.3410, -0.5514, 0.2728, 0.2286]
}

Model x:
{
  "formula": "C7H36O12",
  "method": "the ωB97M-V functional and the def2-TZVPD basis",
  "homo_energy_ha": -0.33531,
  "elements": ["C", "C", "C", "C", "C", "C", "C", "H", "H", "H", "H", "H", "H", "H", "H", "H", "H", "H", "H", "H", "H", "O", "H", "H", "O", "H", "H", "O", "H", "H", "O", "H", "H", "O", "H", "H", "O", "H", "H", "O", "H", "H", "O", "H", "H", "O", "H", "H", "O", "H", "H", "O", "H", "H", "O"],
  "positions_angstrom": [[-1.1354, 1.8145, -1.4904], [-0.3002, 0.5908, -1.8246], [-0.8410, -0.5410, -2.4156], [1.0921, 0.8457, -1.2964], [1.2525, 0.2885, 0.0698], [1.7312, -0.9585, 0.1830], [1.9767, -1.6225, 1.4728], [-1.4738, 1.7646, -0.4095], [-0.6701, 2.7250, -1.7767], [-2.0920, 1.9171, -2.0925], [-1.8236, -0.5533, -2.7930], [-0.2308, -1.3993, -2.6164], [1.0914, 1.9686, -1.2143], [1.9034, 0.4586, -1.8404], [1.0268, 0.8534, 0.8955], [1.9246, -1.5822, -0.6750], [3.1027, -1.8485, 1.4778], [1.2319, -2.5340, 1.5387], [1.6190, -1.1845, 2.3830], [2.7658, 1.4807, 2.6181], [3.1836, 1.6797, 1.2047], [2.6987, 2.1201, 1.9363], [-2.1546, -1.0198, 1.0872], [-0.9561, -0.1907, 0.4030], [-1.9183, -0.3548, 0.4104], [-2.3971, -1.8395, 2.9491], [-3.6707, -1.2580, 2.1502], [-3.0194, -2.0719, 2.3369], [-2.8775, -2.7029, -0.4361], [-1.7330, -1.9406, -1.1438], [-2.2378, -2.7285, -1.0531], [1.9651, -2.7051, -3.0283], [1.1199, -2.0262, -2.0413], [1.7113, -1.7607, -2.8188], [-0.3359, 2.6813, 1.7374], [0.6179, 2.4279, 2.8158], [-0.2939, 2.3863, 2.7119], [-3.9332, 2.0020, -0.1657], [-2.8705, 0.9481, 0.1719], [-3.4648, 1.7479, 0.5405], [-2.2622, 0.8268, 4.2770], [-1.5382, 0.8638, 2.9311], [-1.9348, 0.2826, 3.5623], [1.2990, -0.1783, -4.3720], [0.6772, 1.1810, -4.6755], [1.4270, 0.8335, -4.3567], [2.0933, 3.0380, -3.3117], [1.8263, 3.7123, -1.9561], [2.5606, 3.3840, -2.4733], [1.6253, 0.6304, 4.1876], [0.6985, -0.4409, 4.5221], [1.4789, 0.0343, 4.8500], [0.0555, -4.4049, -1.6248], [-0.1568, -3.7964, -0.4085], [0.5654, -3.8445, -1.1138]],
  "mulliken_charge": [-1.2474, 1.5012, -2.1791, 0.0043, -1.3748, -0.2874, -1.4985, -0.2386, 0.4120, 0.3512, 0.4660, 1.0606, -0.5263, 0.7760, 1.5122, 1.0360, 0.3459, 0.1971, 0.2618, 0.3085, 0.3383, -0.6378, 0.2147, 0.0634, -0.2199, 0.2626, 0.3752, -0.7013, 0.2632, 0.4788, -0.6527, 0.3912, -0.4359, -0.5252, 0.3205, 0.2927, -0.6985, 0.2707, 0.4513, -0.7147, 0.2730, 0.3161, -0.5587, 0.2605, 0.2923, -0.5815, 0.3286, 0.3277, -0.6411, 0.2707, 0.3136, -0.6299, 0.2919, 0.2858, -0.5665]
}

Which is the most stable structure? model w is the most stable.

Model w:
{
  "formula": "C12H18NO2",
  "method": "the ωB97M-V functional and the def2-TZVPD basis",
  "total_charge": 1,
  "homo_energy_ha": [-0.38565, -0.37065],
  "elements": ["C", "C", "C", "C", "C", "C", "C", "C", "C", "C", "C", "C", "N", "O", "O", "H", "H", "H", "H", "H", "H", "H", "H", "H", "H", "H", "H", "H", "H", "H", "H", "H", "H"],
  "positions_angstrom": [[3.7041, 0.2912, 0.2715], [3.1624, 0.3805, -1.0219], [2.9108, 0.0938, 1.3695], [1.8221, 0.4468, -1.1224], [1.5292, 0.1117, 1.2822], [1.0000, 0.3772, 0.0154], [-1.3706, 2.6232, 0.4108], [-1.8709, 2.1511, -0.9309], [-0.3800, 0.6367, -0.0671], [-0.1151, -2.8391, -0.4578], [-2.3095, -1.5208, -0.8658], [-1.1477, -1.8753, 0.0621], [-1.1012, 1.3755, 1.0672], [-1.0381, 1.0249, -1.2167], [-1.4047, -1.7282, 1.3960], [4.7844, 0.0477, 0.2755], [3.6684, 0.2955, -1.9210], [3.2650, -0.1192, 2.3447], [1.4141, 0.4749, -2.0852], [1.0707, 0.0711, 2.2651], [-0.4311, 3.1629, 0.4241], [-2.1863, 3.2447, 0.9932], [-2.8743, 1.6717, -0.6781], [-1.8332, 3.0498, -1.7504], [-0.3593, -3.7114, 0.0662], [0.9364, -2.6038, -0.1115], [-0.1082, -2.9431, -1.5041], [-2.0044, -1.8315, -1.8450], [-3.3274, -1.9325, -0.6125], [-2.3672, -0.4610, -0.9739], [-0.5645, 1.4015, 1.9314], [-1.9112, 0.7430, 1.2121], [-0.5626, -2.1096, 1.7774]],
  "mulliken_charge": [-0.6631, -0.5780, -0.9467, -0.4149, -0.3940, 0.6955, -0.4997, -0.3738, -0.2052, -1.5477, -1.0254, 1.0559, 0.1410, -0.4383, -0.4877, 0.3178, 0.4920, 0.4425, 0.5287, 0.3295, 0.3704, 0.3286, 0.2904, 0.3290, 0.5030, 0.3031, 0.4364, 0.3169, 0.3394, 0.1658, 0.3816, 0.3954, 0.4115]
}

Model x:
{
  "formula": "C12H18NO2",
  "method": "the ωB97M-V functional and the def2-TZVPD basis",
  "total_charge": 1,
  "homo_energy_ha": -0.44549,
  "elements": ["C", "C", "C", "C", "C", "C", "C", "C", "C", "C", "C", "C", "N", "O", "O", "H", "H", "H", "H", "H", "H", "H", "H", "H", "H", "H", "H", "H", "H", "H", "H", "H", "H"],
  "positions_angstrom": [[0.9438, -1.3019, -3.1700], [2.0478, -1.7971, -2.4909], [-0.1174, -0.7091, -2.4965], [2.1347, -1.7155, -1.1076], [-0.0416, -0.6231, -1.1215], [1.0756, -1.1155, -0.4535], [-0.9634, -0.0952, -0.0849], [0.8264, -0.8877, 0.9923], [-1.8406, 1.7038, 1.4017], [2.1454, 1.0808, 1.0540], [0.0558, -1.7690, 3.0457], [-1.0825, 1.2104, 0.2236], [-2.6709, 2.0540, -1.4108], [1.3268, 0.0977, 1.6863], [0.3144, -1.8775, 1.6449], [0.9066, -1.3870, -4.2450], [2.8501, -2.2584, -3.0444], [-0.9771, -0.3388, -3.0313], [2.9855, -2.1087, -0.5739], [-1.6681, -0.8126, 0.3178], [-1.1641, 1.7653, 2.2587], [-2.6629, 1.0416, 1.6604], [-2.2237, 2.7038, 1.2257], [1.8173, 1.2757, 0.0343], [3.1793, 0.7348, 1.0459], [2.0662, 1.9794, 1.6618], [-0.1324, -2.7839, 3.3890], [-0.8279, -1.1500, 3.2097], [0.9085, -1.3387, 3.5715], [-0.4338, 1.9291, -0.2573], [-2.3992, 1.8534, -2.3655], [-2.8268, 3.0523, -1.3381], [-3.5517, 1.5876, -1.2323]],
  "mulliken_charge": [-0.5363, -0.5885, -0.6995, -0.8508, 0.5058, 0.1630, -0.6155, 0.9127, -1.4366, -0.6976, -0.7110, 0.4322, -0.7350, -0.3557, -0.2689, 0.4337, 0.4459, 0.4509, 0.5375, 0.4637, 0.3238, 0.3214, 0.4270, 0.3722, 0.3309, 0.2755, 0.2867, 0.2909, 0.3353, 0.4661, 0.2134, 0.2571, 0.2498]
}

Which is the most stable structure? model x is the most stable.